12
Properties=species:S:1:pos:R:3:lowdin_charge:R:1 method="wB97M-V/def2-TZVPD" max_force_ev_per_a=0.63 multiplicity=1 homo_energy_ha=-0.320 total_charge=0
C -1.48924 0.64246 0.25657 -0.09
C -0.78334 -0.71209 0.11264 -0.22
C 0.59867 -0.57036 -0.40158 -0.10
C 1.33803 0.03497 -1.23766 -0.06
C 2.53413 0.91579 -0.79199 0.05
C 2.14417 0.04222 0.16638 -0.14
H -2.54186 0.49524 0.51789 0.07
H -1.02336 1.25820 1.03162 0.08
H -1.44197 1.19372 -0.68748 0.08
H -1.30278 -1.31572 -0.64215 0.12
H -0.82247 -1.28708 1.04300 0.11
H 2.79001 -0.69735 0.63276 0.11

---

101
Properties=species:S:1:pos:R:3:lowdin_charge:R:1 method="wB97M-V/def2-TZVPD" max_force_ev_per_a=0.47 multiplicity=1 homo_energy_ha=-0.064 total_charge=-2
Cd 0.71670 1.16413 0.14870 1.45
C 2.52579 -3.68322 4.80713 -0.07
C 2.00564 -2.47374 4.07426 -0.29
C 0.84071 -1.82476 4.45724 -0.06
C 0.46202 -0.65296 3.83519 -0.05
C 1.21722 -0.04069 2.82022 -0.24
N 0.83277 1.20199 2.31082 -0.04
C 0.51529 2.26078 3.10946 -0.24
C 0.59340 2.18024 4.52327 -0.04
C 0.16097 3.18229 5.36614 -0.08
C -0.36458 4.35980 4.86379 -0.31
C -0.86701 5.46497 5.75712 -0.08
C -0.30879 4.51757 3.48454 -0.01
C 0.16469 3.56136 2.58842 -0.05
C 0.42183 3.98436 1.11116 -0.39
O -0.05703 3.17059 0.14981 -0.32
C -0.23688 5.36026 0.73587 -0.56
F 0.12128 6.45808 1.44698 0.10
F 0.05008 5.66846 -0.54080 0.14
F -1.57189 5.27250 0.82858 0.13
C 1.99899 4.18558 0.93483 -0.54
F 2.71397 3.38072 1.71969 0.15
F 2.37025 3.92609 -0.33282 0.11
F 2.42234 5.44565 1.19769 0.12
C 2.31618 -0.78702 2.30750 -0.05
C 2.68258 -1.95587 2.98103 -0.02
C 3.13738 -0.46567 1.00479 -0.40
O 2.82319 0.62717 0.29433 -0.24
C 2.95112 -1.68691 0.02551 -0.54
F 3.51815 -1.42838 -1.16734 0.13
F 1.64065 -1.86900 -0.19446 0.13
F 3.45081 -2.87937 0.41669 0.12
C 4.64962 -0.29995 1.39401 -0.54
F 5.35475 0.26059 0.40295 0.14
F 4.77316 0.50225 2.46224 0.15
F 5.30632 -1.44759 1.70054 0.11
H 1.75180 -4.12120 5.44025 0.07
H 3.37021 -3.42336 5.45204 0.07
H 2.87633 -4.45327 4.11755 0.06
H 0.22167 -2.23800 5.24812 0.10
H -0.45257 -0.15911 4.13399 0.12
H 1.00492 1.28486 4.96144 0.09
H 0.23044 3.03356 6.44127 0.10
H -1.37311 5.06557 6.63974 0.06
H -1.57782 6.10308 5.22850 0.07
H -0.05751 6.11099 6.11365 0.07
H -0.65017 5.46578 3.10363 0.10
H 3.54877 -2.49993 2.63416 0.11
C 1.54598 0.05327 -6.11651 -0.02
N 1.24113 0.91115 -4.97805 -0.08
N 0.31264 0.37634 -4.08234 0.05
C 0.71173 0.62385 -2.79254 -0.39
O 0.01817 0.33448 -1.81421 -0.07
C 2.00952 1.24912 -2.88703 0.08
C 2.29062 1.37071 -4.19837 -0.27
C 3.53236 1.86957 -4.85216 -0.02
C -1.00721 0.05534 -4.49438 -0.18
C -1.59556 0.72744 -5.55793 -0.04
C -2.87713 0.37301 -5.95428 -0.10
C -3.56519 -0.63086 -5.28415 -0.10
C -2.96921 -1.27848 -4.21046 -0.11
C -1.68637 -0.94284 -3.80945 0.01
H 0.61594 -0.30527 -6.54954 0.08
H 2.15512 -0.80772 -5.82259 0.10
H 2.07431 0.64168 -6.86390 0.08
H 2.61218 1.54207 -2.03988 0.11
H 4.13637 2.39586 -4.11679 0.09
H 3.29870 2.55118 -5.67105 0.08
H 4.12769 1.04620 -5.25303 0.08
H -1.06264 1.53150 -6.04897 0.11
H -3.34152 0.89728 -6.78049 0.09
H -4.56563 -0.90325 -5.59541 0.10
H -3.48003 -2.05955 -3.66353 0.08
H -1.23642 -1.45357 -2.97058 0.11
S -2.86023 2.04500 -0.20055 0.64
C -4.11144 1.00341 -0.25111 -1.24
N -4.88101 0.61502 0.80356 -0.09
C -6.08110 -0.12786 0.48547 -0.26
C -5.68785 -0.97216 -0.72022 -0.44
S -4.60946 0.11654 -1.68146 0.90
H -4.80332 1.18441 1.63197 0.13
H -6.91333 0.54125 0.22765 0.11
H -6.37787 -0.74905 1.33224 0.11
H -6.54767 -1.27102 -1.31618 0.07
H -5.11637 -1.85165 -0.42040 0.06
O -3.49335 -5.50574 -2.04256 -0.34
S -2.38534 -4.59203 -2.21028 0.59
O -1.86286 -4.45987 -3.55002 -0.33
N -2.70775 -3.14555 -1.56508 -0.13
C -1.99413 -2.90051 -0.46714 -0.84
S -2.09965 -1.54838 0.50336 0.65
C -1.00816 -4.00685 -0.16318 -0.23
C -0.09161 -4.07851 0.87132 -0.04
C 0.70571 -5.21189 0.95978 -0.07
C 0.59210 -6.24707 0.03101 -0.09
C -0.32234 -6.16702 -1.01096 -0.05
C -1.10183 -5.02807 -1.08169 -0.23
H -0.00841 -3.25593 1.57161 0.09
H 1.43149 -5.28889 1.75771 0.09
H 1.22816 -7.11989 0.12056 0.09
H -0.41258 -6.95538 -1.74717 0.11

---

117
Properties=species:S:1:pos:R:3:lowdin_charge:R:1 method="wB97M-V/def2-TZVPD" max_force_ev_per_a=10.67 multiplicity=1 homo_energy_ha=-0.165 total_charge=-1
C -1.84039 -0.75462 -4.39492 -0.03
C -2.12173 -2.36430 -4.26204 -0.29
O -2.16637 -3.07433 -5.41772 -0.07
O -2.38123 -3.11403 -3.02335 -0.11
C -1.33389 -2.90808 -2.01111 -0.18
C -1.10033 -4.23898 -1.02535 -0.14
C -0.68334 -3.77324 0.50463 -0.17
C -0.84072 -4.94761 1.63748 -0.15
N -1.82916 -4.64761 2.74243 -0.08
C -1.60018 -3.41685 3.59147 -0.23
O -0.68229 -3.28291 4.55587 -0.04
C -2.77598 -2.41397 3.04319 -0.02
C -2.95227 -0.78425 3.07627 0.04
C -4.32058 -0.17737 2.33534 -0.11
C -4.63928 1.43701 2.22908 -0.21
C -3.40542 2.40935 2.69812 -0.22
C -2.04082 2.24083 1.79346 -0.24
C -1.33294 3.65314 1.35030 -0.22
C -0.33702 3.37871 0.06814 -0.23
C 0.51429 1.97778 0.15009 -0.28
C 1.58533 1.89554 1.39650 -0.46
S 3.07684 0.90127 0.84650 0.82
C 3.12383 -0.78461 1.70912 -0.42
N 3.64578 -1.00502 3.11832 -0.03
N 3.53064 -2.36835 3.46779 -0.04
C 2.95458 -3.10309 2.27623 -0.03
O 2.68252 -2.11725 1.20353 -0.13
C -5.46145 -1.18264 1.63871 0.05
C -5.25494 -2.82223 1.62305 0.02
C -6.28133 -3.91037 0.94645 -0.45
O -6.03529 -4.66922 -0.12996 -0.14
O -7.60994 -4.13529 1.60368 -0.29
C -3.88952 -3.40278 2.32045 0.04
C -3.29821 -4.93716 2.47318 -0.18
O -3.95660 -6.11286 2.38815 0.00
H -0.72187 -0.59138 -4.77644 0.07
H -2.07329 -0.20174 -3.38988 0.08
H -2.51949 -0.24827 -5.23334 0.10
H -0.35491 -2.59085 -2.58225 0.12
H -1.65494 -1.95228 -1.37606 0.14
H -2.13343 -4.80017 -0.99969 0.13
H -0.23540 -4.90305 -1.46301 0.12
H -1.27183 -2.78561 0.72287 0.11
H 0.47094 -3.46868 0.50218 0.10
H -1.21018 -5.95056 1.11422 0.15
H 0.21701 -5.16408 2.11002 0.11
H -2.13281 -0.10813 3.56684 0.08
H -4.80828 1.65408 1.06779 0.10
H -5.67295 1.67094 2.75735 0.12
H -3.22025 2.19659 3.85128 0.11
H -3.79039 3.53032 2.55471 0.11
H -1.25248 1.68134 2.49168 0.09
H -2.22728 1.49634 0.88230 0.11
H -2.10650 4.54204 1.16398 0.11
H -0.62394 3.96786 2.25745 0.11
H -1.02420 3.34718 -0.90764 0.06
H 0.40932 4.28926 -0.11603 0.10
H -0.13293 1.00324 0.17455 0.10
H 1.15945 1.92228 -0.85248 0.06
H 1.96817 2.93323 1.78141 0.05
H 1.04804 1.30205 2.28170 0.10
H 2.75507 -4.26442 2.28217 0.14
H -6.41557 -0.69665 1.12394 0.11
C 3.46097 0.21300 -3.28813 -0.08
C 2.08671 0.17637 -2.63988 -0.19
N 0.94648 0.14589 -2.10205 0.12
H 4.11440 -0.52765 -2.81884 0.07
H 3.37610 -0.01192 -4.35479 0.05
H 3.90370 1.20561 -3.16759 0.08
C 0.09568 -0.56792 -8.12013 -0.08
C 0.75075 0.16387 -6.96017 -0.20
N 1.29420 0.77107 -5.99773 0.10
H -0.79775 -1.09383 -7.77229 0.08
H -0.19116 0.14604 -8.89701 0.04
H 0.79396 -1.29462 -8.54454 0.08
C -5.40992 4.11153 -0.92943 -0.07
C -4.04112 3.47647 -1.11169 -0.16
N -2.90545 2.94950 -1.26296 0.13
H -5.82800 4.38207 -1.90298 0.07
H -6.08479 3.40730 -0.43529 0.07
H -5.32411 5.01271 -0.31596 0.07
C 5.40830 4.48120 2.26653 -0.08
C 4.02583 4.86109 1.76194 -0.19
N 2.87883 5.17632 1.34322 0.10
H 6.02272 4.12254 1.43610 0.02
H 5.89253 5.35146 2.71789 0.07
H 5.32688 3.68989 3.01687 0.08
C 6.50625 -2.64351 5.38741 -0.10
C 7.94040 -2.93053 4.97393 -0.21
N 9.13030 -3.16870 4.63080 0.06
H 6.00259 -2.06411 4.60870 0.05
H 5.96664 -3.58252 5.53786 0.07
H 6.49427 -2.07252 6.31996 0.03
C 3.39918 -2.86260 8.09902 -0.07
C 4.79169 -2.37155 8.45945 -0.21
N 5.94710 -1.96419 8.75847 0.09
H 3.37589 -3.18336 7.05388 0.07
H 3.12503 -3.70724 8.73698 0.08
H 2.67193 -2.05836 8.24090 0.08
C -6.05126 -1.47119 -4.79943 -0.07
C -5.71618 -0.28427 -3.91112 -0.20
N -5.43821 0.70056 -3.17414 0.08
H -7.12677 -1.66670 -4.77038 0.08
H -5.75536 -1.26028 -5.83069 0.07
H -5.51827 -2.36008 -4.45069 0.08
C -0.89263 4.36455 -6.75213 -0.07
C -1.11331 3.25015 -7.76186 -0.18
N -1.29646 2.32549 -8.59958 0.10
H -1.85223 4.80432 -6.46659 0.08
H -0.40331 3.96674 -5.85890 0.08
H -0.26001 5.14274 -7.18806 0.07
C 9.05050 5.36732 -0.26052 -0.07
C 8.37531 4.07292 0.16231 -0.19
N 7.81517 2.99891 0.51311 0.10
H 9.95199 5.52993 0.33670 0.08
H 9.32773 5.31535 -1.31693 0.08
H 8.36857 6.20923 -0.11227 0.08

---

124
Properties=species:S:1:pos:R:3:lowdin_charge:R:1 method="wB97M-V/def2-TZVPD" max_force_ev_per_a=5.92 multiplicity=1 homo_energy_ha=-0.348 total_charge=0
C 10.37180 -2.91980 -30.25326 -0.11
C 10.68950 -1.75474 -29.40615 -0.37
O 11.35253 -2.15245 -28.26069 -0.08
H 9.66891 -3.57647 -29.74058 0.08
H 11.16092 -3.57244 -30.62670 0.08
H 9.79800 -2.61477 -31.12837 0.08
H 9.77682 -1.28910 -29.03430 0.12
H 11.35256 -1.08335 -29.95178 0.11
H 12.07375 -2.70954 -28.56252 0.08
C 12.69316 -12.89033 -21.19935 -0.08
C 13.21456 -14.16666 -20.47002 -0.31
O 13.72615 -15.09260 -21.41006 -0.09
H 12.04177 -13.18361 -22.02262 0.07
H 13.48489 -12.27081 -21.62060 0.06
H 12.12638 -12.20220 -20.57219 0.06
H 12.39338 -14.69147 -19.98182 0.10
H 13.97692 -13.99935 -19.70914 0.10
H 14.64854 -14.93162 -21.62193 0.08
C 15.05871 0.88470 -34.08251 -0.08
C 14.87311 1.19156 -35.58466 -0.33
O 13.50766 1.04671 -35.91486 -0.08
H 14.59746 -0.04769 -33.75694 0.08
H 14.71947 1.69214 -33.43362 0.07
H 16.14322 0.87819 -33.97343 0.07
H 15.55784 0.53807 -36.12522 0.10
H 15.23494 2.18114 -35.86380 0.10
H 13.38617 1.17992 -36.85778 0.08
C 19.16463 -1.19805 -18.12414 -0.10
C 19.41366 -1.88527 -16.80478 -0.33
O 19.49910 -0.93860 -15.76022 -0.08
H 18.65521 -0.24151 -18.00743 0.07
H 18.45422 -1.74737 -18.74191 0.07
H 20.08218 -0.98345 -18.67202 0.07
H 20.23581 -2.59698 -16.87975 0.11
H 18.58337 -2.56274 -16.60535 0.10
H 18.65505 -0.51526 -15.58714 0.08
C 9.80357 -5.62538 -23.51678 -0.77
O 9.54522 -6.46022 -22.61601 -0.01
N 9.24723 -5.63498 -24.70404 0.15
N 10.52039 -4.58076 -23.38161 0.16
H 8.45286 -6.22902 -24.89428 0.12
H 9.52885 -4.88423 -25.31818 0.10
H 10.58587 -3.88509 -24.11089 0.12
H 10.95835 -4.44103 -22.48229 0.13
C 10.43594 -9.54413 -33.27485 -0.80
O 10.17134 -8.58613 -33.96927 0.03
N 11.35158 -9.63193 -32.37787 0.17
N 9.89982 -10.70423 -33.58498 0.14
H 12.07348 -8.92557 -32.38247 0.13
H 11.37997 -10.44227 -31.77570 0.11
H 10.14250 -11.54075 -33.07366 0.10
H 9.39171 -10.80615 -34.45190 0.12
C 16.55576 -5.39992 -34.98669 -0.80
O 16.06832 -5.64438 -33.88429 0.02
N 17.80165 -5.14934 -35.18254 0.15
N 15.95748 -5.40804 -36.14049 0.16
H 18.45882 -5.00729 -34.42885 0.13
H 18.12003 -5.01670 -36.13182 0.11
H 16.51177 -5.05084 -36.90553 0.11
H 15.00871 -5.75430 -36.14610 0.13
C 13.04954 -4.96368 -17.06544 -0.83
O 13.41178 -4.42487 -18.09590 0.02
N 13.31255 -4.60824 -15.83946 0.17
N 12.28455 -5.97281 -17.14818 0.16
H 12.77542 -5.12707 -15.15946 0.10
H 13.62349 -3.65558 -15.71352 0.12
H 11.89430 -6.33874 -16.29150 0.11
H 12.09388 -6.31854 -18.07781 0.13
C 21.66633 -1.34517 -30.10426 -0.74
O 21.48048 -2.36985 -30.76542 0.01
N 22.18234 -0.20245 -30.54938 0.15
N 21.15088 -1.17881 -28.90403 0.14
H 22.31929 0.46974 -29.80809 0.10
H 22.38901 -0.09213 -31.53183 0.12
H 20.50092 -1.89537 -28.61386 0.12
H 21.30714 -0.33335 -28.37405 0.10
C 22.86810 -6.89900 -23.94586 -0.04
C 23.61796 -6.85750 -22.54234 -0.50
C 22.80957 -6.23496 -21.36903 -0.05
O 24.07629 -8.07782 -22.11113 -0.04
H 21.79061 -6.97059 -23.79760 0.06
H 23.20734 -7.69025 -24.61439 0.07
H 23.01912 -5.90504 -24.36696 0.07
H 24.48801 -6.24732 -22.78486 0.12
H 21.77296 -6.57077 -21.34117 0.07
H 22.61599 -5.19087 -21.61503 0.07
H 23.35521 -6.22103 -20.42554 0.08
H 24.34718 -8.61687 -22.85787 0.09
C 12.93987 4.90441 -24.09697 -0.05
C 13.32079 3.58675 -24.90003 -0.47
C 14.60886 3.08322 -24.24795 -0.08
O 12.24563 2.68715 -24.73668 -0.04
H 13.75241 5.62754 -24.16742 0.07
H 12.74699 4.66049 -23.05228 0.08
H 12.07988 5.48107 -24.43755 0.07
H 13.54200 3.81178 -25.94336 0.13
H 15.42629 3.80346 -24.21375 0.08
H 15.08141 2.20264 -24.68312 0.07
H 14.35511 2.83855 -23.21651 0.08
H 12.51122 1.88313 -25.18902 0.09
C 20.08803 -11.23071 -29.61051 -0.07
C 20.55313 -11.95400 -30.84884 -0.53
C 19.81438 -11.42437 -32.06277 -0.06
O 21.93916 -11.87784 -31.03417 -0.04
H 20.26055 -10.15593 -29.66701 0.08
H 20.45275 -11.64989 -28.67278 0.08
H 19.00213 -11.30973 -29.55887 0.08
H 20.41389 -13.02279 -30.68651 0.14
H 18.89994 -12.00327 -32.19234 0.08
H 20.32052 -11.73682 -32.97616 0.08
H 19.59372 -10.35762 -32.10072 0.08
H 22.01247 -10.92288 -31.09947 0.08
C 16.43642 -4.37101 -25.22212 -0.05
C 16.32720 -5.15295 -26.57351 -0.51
C 15.15069 -6.04170 -26.55598 -0.07
O 16.08690 -4.16678 -27.52178 -0.07
H 16.63276 -4.98429 -24.34266 0.07
H 15.56315 -3.83446 -24.85112 0.08
H 17.29283 -3.70202 -25.30625 0.07
H 17.24629 -5.61532 -26.93348 0.14
H 14.16814 -5.60683 -26.73930 0.09
H 15.15762 -6.43947 -25.54118 0.08
H 15.29466 -6.85327 -27.26923 0.08
H 15.98910 -4.45469 -28.43236 0.10